1.
Molecular formula: CH5S2
Method: DFT, ωB97M-V/def2-TZVPD

The energy comes out at -837.49763 Ha. The LUMO energy is 3.913 eV. The calculation puts the energy relative to the best compared isomer or geometry (same formula, charge and spin) at 3.2 kcal per mole. For the largest force on an atom, the calculation gives 0.8 eV Å⁻¹. As for the net charge: -1.

Structure (XYZ):
```
8
Properties=species:S:1:pos:R:3:mulliken_charge:R:1
S -0.29 -1.62 1.88 -0.69
H -1.46 -1.68 1.23 0.03
C 0.18 1.01 -0.71 -0.77
S 1.07 -0.57 -0.96 -0.40
H 0.37 1.25 0.33 0.25
H -0.92 0.90 -0.76 0.25
H 0.48 1.78 -1.42 0.26
H 0.57 -1.06 0.41 0.08
```

***

2.
Molecular formula: Cl4O16Pb
Method: DFT, ωB97M-V/def2-TZVPD

The energy comes out at -3236.19213 Ha. The LUMO energy is -2.691 eV. The calculation puts the energy relative to the best compared isomer or geometry (same formula, charge and spin) at 226.1 kcal per mole. For the largest force on an atom, the calculation gives 6.9 eV Å⁻¹. As for the net charge: -2.

Structure (XYZ):
```
21
Properties=species:S:1:pos:R:3:mulliken_charge:R:1
Pb -0.83 0.38 0.35 1.62
Cl -1.04 1.32 5.46 1.54
O -1.80 0.23 4.83 -0.62
O -1.14 1.24 6.84 -0.60
O 0.29 1.47 4.97 -0.58
O -1.89 2.55 5.41 -0.62
Cl 5.54 -0.52 0.14 1.53
O 5.96 0.16 -1.12 -0.61
O 5.84 -2.01 0.05 -0.64
O 6.12 0.06 1.26 -0.59
O 4.14 -0.42 0.41 -0.62
Cl 1.20 0.36 -5.52 1.48
O 2.26 -0.67 -5.45 -0.60
O 0.41 0.55 -4.32 -0.59
O 2.01 1.55 -5.84 -0.59
O 0.41 -0.18 -6.67 -0.60
Cl -5.53 -1.22 -0.20 1.60
O -4.27 -1.90 -0.14 -0.66
O -5.74 -0.58 -1.47 -0.60
O -6.68 -2.08 0.26 -0.63
O -5.26 -0.29 0.76 -0.62
```

***

3.
Molecular formula: C15H37Br2O7P2S
Method: DFT, ωB97M-V/def2-TZVPD

The energy comes out at -7348.90864 Ha. The LUMO energy is -4.121 eV. The calculation puts the energy relative to the best compared isomer or geometry (same formula, charge and spin) at 2.6 kcal per mole. For the largest force on an atom, the calculation gives 1.1 eV Å⁻¹. As for the net charge: +1.

Structure (XYZ):
```
64
Properties=species:S:1:pos:R:3:mulliken_charge:R:1
C -2.63 -3.01 -2.03 -1.29
C -3.00 -1.89 -1.10 0.61
Br -1.76 -0.53 -0.97 -0.02
C -4.15 -1.84 -0.40 0.04
Br -4.69 -0.39 0.68 -0.01
P -5.46 -2.98 -0.42 0.26
O -5.06 -4.41 -0.97 -0.46
P -7.14 -2.16 -1.63 0.14
S -6.59 -1.85 -3.44 -0.25
H -3.24 -2.96 -2.93 0.34
H -2.72 -3.97 -1.55 0.37
H -1.59 -2.90 -2.32 0.38
H -5.91 -3.14 0.90 0.21
H -5.61 -5.11 -0.60 0.35
H -7.54 -1.04 -0.87 0.16
H -8.13 -3.13 -1.43 0.15
C 1.78 -1.03 0.26 -0.62
O 1.60 -1.34 -1.11 -0.47
C 1.80 -0.22 -1.97 -0.08
C 3.17 -0.21 -2.59 -0.82
O 4.19 -0.04 -1.62 -0.33
C 4.84 -1.25 -1.26 -0.76
H 1.87 -1.97 0.80 0.24
H 2.67 -0.43 0.43 0.35
H 0.90 -0.49 0.65 0.30
H 1.62 0.71 -1.42 0.16
H 1.05 -0.28 -2.77 0.37
H 3.23 0.65 -3.27 0.41
H 3.33 -1.12 -3.18 0.39
H 5.54 -1.56 -2.04 0.33
H 4.12 -2.05 -1.08 0.30
H 5.40 -1.06 -0.35 0.25
C 1.05 -2.21 3.62 -0.84
O 0.47 -0.93 3.76 -0.32
C -0.81 -0.94 4.36 -0.44
C -0.76 -0.61 5.83 -0.57
O -0.06 -1.59 6.57 -0.37
C 1.28 -1.22 6.88 -0.70
H 2.11 -2.07 3.40 0.27
H 0.96 -2.80 4.53 0.45
H 0.59 -2.75 2.78 0.28
H -1.29 -1.92 4.21 0.35
H -1.42 -0.19 3.85 0.34
H -1.79 -0.59 6.22 0.37
H -0.32 0.38 5.98 0.34
H 1.29 -0.50 7.70 0.33
H 1.79 -0.81 6.02 0.29
H 1.80 -2.12 7.20 0.25
C 2.57 3.37 -1.70 -0.93
O 1.64 3.15 -2.75 -0.32
C 0.37 3.71 -2.50 -0.33
C 0.17 5.04 -3.19 -0.71
O 1.05 6.03 -2.69 -0.37
C 2.19 6.25 -3.50 -0.68
H 3.57 3.16 -2.08 0.26
H 2.55 4.40 -1.34 0.45
H 2.37 2.70 -0.86 0.34
H 0.20 3.81 -1.42 0.37
H -0.38 3.00 -2.88 0.32
H -0.85 5.38 -3.00 0.39
H 0.29 4.92 -4.27 0.35
H 1.92 6.84 -4.39 0.33
H 2.65 5.31 -3.82 0.27
H 2.90 6.82 -2.91 0.25
```

***

4.
Molecular formula: C44H56BrN4O4PSc
Method: DFT, ωB97M-V/def2-TZVPD

The energy comes out at -5906.29980 Ha. The LUMO energy is -2.372 eV. The calculation puts the energy relative to the best compared isomer or geometry (same formula, charge and spin) at 71.2 kcal per mole. For the largest force on an atom, the calculation gives 1.5 eV Å⁻¹. As for the net charge: +1.

Structure (XYZ):
```
111
Properties=species:S:1:pos:R:3:mulliken_charge:R:1
Sc 1.36 -0.13 -0.44 -0.23
C 3.21 2.56 -1.88 -0.41
N 1.77 2.24 -1.88 0.94
C 1.02 3.26 -1.15 -0.59
C 1.48 3.25 0.29 0.31
C 1.73 4.44 0.96 -0.93
C 2.18 4.39 2.27 -1.01
C 2.37 3.15 2.85 -0.85
C 2.11 2.02 2.10 -0.98
N 1.66 2.04 0.84 1.44
C 1.33 2.15 -3.27 -1.26
C -0.08 1.57 -3.47 0.78
C -1.12 2.51 -3.97 -1.08
C -2.40 2.37 -3.62 -0.87
C -2.83 1.32 -2.72 -0.48
C -1.96 0.48 -2.17 -0.68
N -0.57 0.51 -2.48 1.02
C 4.02 1.32 -2.11 0.34
C 4.77 1.13 -3.27 -0.86
C 5.47 -0.05 -3.43 -0.55
C 5.44 -0.98 -2.40 -0.78
C 4.67 -0.71 -1.28 -0.20
N 3.95 0.40 -1.14 0.05
H 3.43 3.32 -2.64 0.30
H 3.48 2.96 -0.90 0.41
H 1.18 4.26 -1.59 0.42
H -0.05 3.03 -1.20 0.01
H 1.58 5.38 0.47 0.59
H 2.39 5.30 2.81 0.47
H 2.72 3.05 3.86 0.53
H 2.29 1.04 2.52 0.49
H 1.35 3.14 -3.75 0.93
H 2.04 1.50 -3.79 0.27
H -0.78 3.30 -4.61 0.53
H -3.15 3.07 -3.98 0.44
H -3.88 1.26 -2.45 0.50
H -2.23 -0.33 -1.51 0.47
H 4.79 1.90 -4.04 0.43
H 6.04 -0.24 -4.33 0.44
H 5.99 -1.91 -2.48 0.46
H 4.64 -1.41 -0.46 0.42
Br 2.56 -1.35 1.44 -0.65
C -1.01 -0.39 6.11 -0.73
C -0.60 0.94 5.46 -1.15
C -0.13 0.70 4.02 -0.11
C -0.99 -0.40 3.39 0.59
C -0.54 -1.72 4.02 -0.77
C -0.20 -1.53 5.51 -0.93
P -1.00 -0.32 1.50 0.63
C -2.35 0.98 1.21 0.94
C -3.70 0.93 1.97 -0.67
C -4.16 2.32 2.42 -0.99
C -4.07 3.33 1.28 -0.99
C -2.65 3.41 0.69 -0.55
C -1.74 2.38 1.35 -0.58
C -1.81 -1.91 0.93 1.61
C -3.23 -2.22 1.42 -0.47
C -3.61 -3.68 1.15 -0.99
C -2.87 -4.21 -0.08 -0.85
C -1.36 -4.25 0.19 -0.26
C -0.93 -3.14 1.15 -0.76
H -2.07 -0.58 5.96 0.25
H -0.84 -0.33 7.19 0.53
H 0.21 1.40 6.02 0.47
H -1.45 1.63 5.47 0.30
H 0.90 0.36 4.02 0.27
H -0.17 1.64 3.46 -0.42
H -2.03 -0.21 3.67 0.23
H 0.34 -2.11 3.50 0.13
H -1.35 -2.45 3.94 0.30
H 0.86 -1.32 5.63 0.35
H -0.40 -2.46 6.05 0.51
H -2.58 0.86 0.14 -0.20
H -3.66 0.28 2.85 0.16
H -4.46 0.52 1.31 0.40
H -3.57 2.66 3.27 0.32
H -5.20 2.25 2.75 0.51
H -4.39 4.31 1.65 0.41
H -4.78 3.04 0.50 0.34
H -2.23 4.41 0.84 0.62
H -2.68 3.23 -0.38 -0.06
H -1.60 2.63 2.39 0.38
H -0.76 2.39 0.87 -0.71
H -1.85 -1.76 -0.16 -0.74
H -3.94 -1.57 0.91 0.18
H -3.32 -2.02 2.49 -0.04
H -4.69 -3.76 0.99 0.52
H -3.35 -4.31 2.00 0.38
H -3.08 -3.56 -0.94 0.21
H -3.23 -5.21 -0.33 0.59
H -0.81 -4.15 -0.74 -0.44
H -1.09 -5.21 0.64 0.66
H 0.13 -2.91 0.99 -0.25
H -1.04 -3.49 2.18 0.86
O -0.17 -0.76 -4.52 -0.62
C -0.20 0.15 -3.77 -0.31
O 1.02 -4.58 -2.06 -0.27
C 1.65 -4.11 -3.15 0.98
C 2.08 -4.97 -4.16 -1.00
C 2.77 -4.49 -5.26 -0.68
C 3.02 -3.13 -5.38 -1.44
C 2.59 -2.27 -4.40 -0.09
C 1.90 -2.74 -3.27 0.47
C 1.51 -1.75 -2.27 1.27
O 0.80 -1.97 -1.25 -0.37
O 1.92 -0.56 -2.41 0.60
H 0.98 -5.55 -2.09 0.29
H 1.87 -6.03 -4.07 0.39
H 3.10 -5.18 -6.01 0.42
H 3.55 -2.76 -6.24 0.47
H 2.79 -1.21 -4.46 0.31
```

***

5.
Molecular formula: C5H12N2
Method: DFT, ωB97M-V/def2-TZVPD

The energy comes out at -307.08802 Ha. As for the structure (SMILES): CN/C=C/CCN. The LUMO energy is 0.657 eV. The calculation puts the energy relative to the best compared isomer or geometry (same formula, charge and spin) at 88.7 kcal per mole. For the largest force on an atom, the calculation gives 2.7 eV Å⁻¹.

Structure (XYZ):
```
19
Properties=species:S:1:pos:R:3:mulliken_charge:R:1
C 0.44 -2.71 -1.62 -0.87
N -0.48 -1.72 -0.95 -0.37
C -0.17 -1.20 0.35 -0.31
C 0.56 -0.11 0.62 -0.29
C 0.04 0.95 1.57 -0.53
C -0.23 2.36 0.91 -0.54
N -0.24 2.39 -0.56 -0.67
H 1.08 -2.10 -2.28 0.25
H -0.14 -3.21 -2.38 0.34
H 1.04 -3.31 -0.91 0.28
H -1.43 -1.96 -1.18 0.25
H -0.22 -2.05 1.06 0.37
H 1.35 0.30 -0.03 0.27
H -0.83 0.44 2.02 0.31
H 0.78 1.20 2.34 0.32
H 0.60 2.98 1.25 0.31
H -1.12 2.79 1.31 0.28
H 0.72 2.41 -0.87 0.28
H -0.73 1.57 -0.93 0.29
```

***

6.
Molecular formula: C4H11N3O
Method: DFT, ωB97M-V/def2-TZVPD

The energy comes out at -398.47596 Ha. As for the structure (SMILES): [H]/N=C(\[C@H](C)O)N(C)N. The LUMO energy is 0.822 eV. The calculation puts the energy relative to the best compared isomer or geometry (same formula, charge and spin) at 49.1 kcal per mole. For the largest force on an atom, the calculation gives 0.7 eV Å⁻¹.

Structure (XYZ):
```
19
Properties=species:S:1:pos:R:3:mulliken_charge:R:1
H -2.46 0.33 0.64 0.19
N -1.60 0.12 1.14 -0.77
C -0.59 -0.11 0.40 0.56
C -0.58 -0.04 -1.13 -0.01
C -0.02 1.31 -1.57 -1.19
O -1.87 -0.26 -1.67 -0.56
N 0.59 -0.36 1.02 0.35
C 1.73 -0.99 0.40 -0.91
N 0.59 -0.45 2.42 -0.76
H 0.02 -0.86 -1.54 0.32
H -0.64 2.11 -1.16 0.31
H -0.02 1.38 -2.65 0.33
H 1.00 1.45 -1.20 0.36
H -2.44 0.47 -1.39 0.36
H 2.50 -1.07 1.16 0.28
H 1.50 -1.99 0.03 0.34
H 2.12 -0.39 -0.43 0.26
H -0.15 -1.10 2.71 0.27
H 0.32 0.45 2.80 0.27
```

***

Number 1: gap between HOMO and LUMO 0.2578 Eh. Number 2: gap between HOMO and LUMO 0.0749 Eh. Number 3: gap between HOMO and LUMO 0.2453 Eh. Number 4: gap between HOMO and LUMO 0.3157 Eh. Number 5: gap between HOMO and LUMO 0.3316 Eh. Number 6: gap between HOMO and LUMO 0.3547 Eh.